A molecular structure, C35H30BrN6OV at a distorted geometry, computed with ωB97M-V/def2-TZVPD.

The lowest unoccupied orbital energy (spin up / spin down) is -0.1127 / -0.1115 Eh. The orbital gap (spin up / spin down) is 6.0 / 7.2 eV. Its spin multiplicity is 4. The energy comes out at -5273.36418 a.u. As for the expectation value of S²: 3.763. The value obtained for the relative energy (zero: lowest compared OMol25 entry of this formula, charge and spin) is 3.076 eV. As for the net charge: +1.

Element x y z (Å)
1 V 0.3942 -0.2766 -0.6384
2 C -2.1095 2.1113 -0.3202
3 C -1.6649 3.1355 0.7396
4 C -0.1922 3.1039 1.0927
5 C 0.6697 4.1993 0.4769
6 C 2.0565 4.4088 1.0912
7 C 2.5471 3.2586 2.0031
8 C 1.6970 1.9885 1.8143
9 N 0.2690 2.0830 1.6922
10 N -1.8923 0.6756 -0.0226
11 C -2.2468 0.3352 1.3552
12 C -1.6093 -0.9470 1.8192
13 C -2.1731 -1.6476 2.8798
14 C -1.4890 -2.7063 3.4422
15 C -0.2415 -3.0298 2.9284
16 C 0.2329 -2.3030 1.8572
17 N -0.4333 -1.2910 1.2840
18 C -2.7677 -0.1226 -0.8957
19 C -2.2818 -0.1011 -2.3190
20 C -3.1138 0.0033 -3.4210
21 C -2.5394 0.0177 -4.6824
22 C -1.1595 -0.0508 -4.7961
23 C -0.4035 -0.1460 -3.6412
24 N -0.9566 -0.1930 -2.4273
25 H -1.5945 2.3121 -1.2611
26 H -3.1817 2.2945 -0.4828
27 H -2.2654 3.0262 1.6434
28 H -1.9121 4.1140 0.3254
29 H 0.1183 5.1371 0.4028
30 H 2.1796 5.3997 1.5178
31 H 2.8566 3.5257 3.0086
32 H 1.9474 1.2224 2.5481
33 H -3.3370 0.2849 1.4838
34 H -1.8592 1.0975 2.0262
35 H -3.1369 -1.3470 3.2703
36 H -1.9108 -3.2589 4.2709
37 H 0.3465 -3.8342 3.3474
38 H 1.1972 -2.5427 1.4279
39 H -3.8091 0.2175 -0.8256
40 H -2.7447 -1.1623 -0.5509
41 H -4.1852 0.0844 -3.2932
42 H -3.1578 0.0996 -5.5664
43 H -0.6818 -0.0173 -5.7651
44 H 0.6787 -0.1660 -3.6650
45 Br 4.5156 5.3328 -0.3008
46 C 3.1191 4.0232 -0.0024
47 C 2.4096 3.5507 -1.2620
48 C 0.9649 3.5686 -0.8680
49 C 1.7322 2.2403 -0.8438
50 O 1.1601 1.3018 -1.6211
51 C 2.4731 1.7475 0.4436
52 C 3.0466 0.4061 0.1914
53 N 2.3125 -0.5639 -0.1065
54 C 2.9083 -1.8426 -0.4419
55 C 4.2039 -2.2172 -0.2617
56 C 4.6773 -3.4895 -0.6421
57 C 3.8214 -4.3936 -1.2064
58 C 2.4704 -4.0444 -1.4148
59 C 1.5225 -4.9320 -1.9855
60 C 0.2389 -4.5166 -2.1526
61 C -0.1092 -3.2016 -1.7639
62 N 0.7380 -2.3562 -1.2416
63 C 2.0289 -2.7639 -1.0465
64 C 3.5017 2.8216 0.8712
65 H 2.7634 3.7937 -2.2539
66 H 0.2059 3.5603 -1.6367
67 H 4.1309 0.2882 0.1555
68 H 4.9084 -1.5433 0.2112
69 H 5.7162 -3.7307 -0.4708
70 H 4.1607 -5.3794 -1.4982
71 H 1.8352 -5.9262 -2.2789
72 H -0.5146 -5.1627 -2.5795
73 H -1.1228 -2.8435 -1.9039
74 H 4.5384 2.5184 1.0003

A molecular structure, C35H30F3N8O2SW at a distorted geometry, computed with ωB97M-V/def2-TZVPD.

The lowest unoccupied orbital energy (spin up / spin down) is 0.0841 / 0.0842 Eh. The orbital gap (spin up / spin down) is 4.5 / 4.5 eV. Its spin multiplicity is 1. The energy comes out at -2705.12437 a.u. As for the net charge: -1.

Element x y z (Å)
1 W -0.0879 0.4354 0.0597
2 C -2.5735 -0.4999 3.5953
3 C -2.0441 -1.7294 4.1626
4 C -1.2148 -2.4997 3.4578
5 C -0.6720 -2.0846 2.1229
6 N -1.1748 -0.7314 1.6474
7 C -2.2024 -0.1045 2.3723
8 N 1.5781 -2.6916 1.1536
9 C 2.0366 -2.0116 0.0240
10 N 1.4772 -0.8922 -0.5322
11 C 2.2818 -0.5264 -1.6193
12 N 2.2493 0.5907 -2.3864
13 C 1.6418 1.7222 -2.1706
14 C 1.8853 2.7550 -3.1446
15 C 1.3688 3.9989 -3.0100
16 C 0.5580 4.2698 -1.8797
17 C 0.3100 3.2593 -1.0015
18 N 0.8009 1.9898 -1.0864
19 C 3.2603 -1.5101 -1.8033
20 C 4.2592 -1.6787 -2.7796
21 C 5.0885 -2.7657 -2.6922
22 C 4.9534 -3.7051 -1.6299
23 C 3.9921 -3.5637 -0.6666
24 C 3.1161 -2.4550 -0.7358
25 H -3.3233 0.0626 4.1338
26 H -2.3912 -2.0470 5.1390
27 H -0.8762 -3.4607 3.8291
28 H -2.6663 0.7379 1.8843
29 H 2.5221 2.4733 -3.9710
30 H 1.5727 4.7722 -3.7414
31 H 0.1173 5.2425 -1.7113
32 H -0.3487 3.4614 -0.1743
33 H 4.3441 -0.9507 -3.5779
34 H 5.8600 -2.9250 -3.4371
35 H 5.6281 -4.5534 -1.5912
36 H 3.9085 -4.2988 0.1294
37 F -4.6594 1.9513 -2.7585
38 C -3.5665 2.3857 -3.4204
39 F -3.9574 2.5719 -4.7090
40 F -3.2773 3.6090 -2.9367
41 C -2.4210 1.4311 -3.3457
42 C -1.8556 0.9349 -4.5134
43 C -0.8185 0.0184 -4.4051
44 C -0.3470 -0.3386 -3.1621
45 N -0.8394 0.1778 -2.0273
46 C -1.8864 1.0335 -2.1157
47 S -2.4031 1.5727 -0.5727
48 H -2.2211 1.2682 -5.4738
49 H -0.3684 -0.4122 -5.2879
50 H 0.4544 -1.0563 -3.0422
51 O 1.6147 0.7751 1.2956
52 N 1.6808 1.8363 1.9891
53 N 0.5452 2.4530 1.9861
54 O -0.4761 1.8588 1.3809
55 C 0.3731 3.7600 2.4459
56 C 1.4466 4.4717 2.9850
57 C 1.2641 5.7850 3.3734
58 C 0.0296 6.4062 3.2360
59 C -1.0382 5.6834 2.7231
60 C -0.8778 4.3669 2.3324
61 H 2.4112 3.9934 3.0765
62 H 2.0992 6.3381 3.7841
63 H -0.0992 7.4426 3.5189
64 H -2.0093 6.1489 2.6153
65 H -1.7080 3.8113 1.9207
66 C -2.7466 -3.1951 1.1827
67 C -1.3292 -2.7226 0.8381
68 C 0.8717 -2.0780 2.2389
69 C -0.6821 -3.8154 -0.0144
70 C -1.4220 -1.2752 0.2803
71 H -2.7184 -4.1395 1.7317
72 H -3.3062 -3.3528 0.2582
73 H -3.2788 -2.4563 1.7830
74 H 2.2205 -3.4112 1.4296
75 H 1.1473 -2.5986 3.1591
76 H 1.1715 -1.0429 2.3601
77 H -0.2896 -4.6180 0.6122
78 H 0.1191 -3.4395 -0.6405
79 H -1.4515 -4.2440 -0.6652
80 H -2.4381 -1.0702 -0.0764

A molecular structure, C35H30N11O6SbSe4Ti at a distorted geometry, computed with ωB97M-V/def2-TZVPD.

The lowest unoccupied orbital energy (spin up / spin down) is 0.0416 / 0.0416 Eh. The orbital gap (spin up / spin down) is 3.6 / 4.3 eV. Its spin multiplicity is 2. The energy comes out at -13101.08112 a.u. As for the expectation value of S²: 0.767. The value obtained for the relative energy (zero: lowest compared OMol25 entry of this formula, charge and spin) is 3.069 eV. As for the net charge: -1.

Element x y z (Å)
1 Ti -0.3158 1.0580 0.5503
2 O 0.3484 1.8166 2.0362
3 C 1.0270 2.9405 2.2121
4 C 1.6286 3.5837 1.1266
5 C 2.4907 4.6942 1.3317
6 C 3.1434 5.2767 0.2794
7 C 3.0083 4.8386 -1.0471
8 C 2.1429 3.7941 -1.2718
9 C 1.4339 3.1767 -0.2360
10 O 0.5563 2.2182 -0.5376
11 N 4.0336 6.4047 0.5513
12 O 4.6717 6.8629 -0.3829
13 O 4.0993 6.8389 1.6883
14 H 1.1307 3.2997 3.2297
15 H 2.6483 5.0716 2.3317
16 H 3.5545 5.3190 -1.8419
17 H 1.9693 3.4269 -2.2728
18 Se 0.4099 0.8357 7.2137
19 Sb -0.0910 -0.7905 5.5724
20 Se -1.6270 0.4160 3.7192
21 Se -1.4884 -0.9500 1.8469
22 Se -2.7320 -0.8714 5.3518
23 C -4.3517 1.8742 1.4946
24 C -3.2102 2.1914 0.5755
25 O -2.0536 2.2341 1.0281
26 N -3.4809 2.4267 -0.7111
27 C -2.4079 2.4599 -1.7182
28 C -2.0708 1.0663 -2.1439
29 C -2.4687 0.5945 -3.3678
30 C -2.2830 -0.7496 -3.7308
31 C -1.7196 -1.5751 -2.7331
32 C -1.3465 -1.0479 -1.5344
33 N -1.4706 0.2760 -1.1766
34 H -4.2084 2.4055 2.4334
35 H -4.3043 0.8028 1.7075
36 H -5.3215 2.1203 1.0658
37 H -4.3953 2.1539 -1.0373
38 H -1.5597 2.9679 -1.2609
39 H -2.7586 3.0531 -2.5622
40 H -2.9335 1.2916 -4.0576
41 H -2.5711 -1.1280 -4.7001
42 H -1.5656 -2.6321 -2.9048
43 H -0.9289 -1.7007 -0.7745
44 C 2.8835 -4.1819 -7.3370
45 N 1.9384 -4.1214 -6.2463
46 C 1.7775 -4.9447 -5.1982
47 N 0.7570 -4.5677 -4.4653
48 C 0.3016 -3.4789 -5.1320
49 N 0.9833 -3.1696 -6.2143
50 C 4.2258 -4.7200 -6.9141
51 C 4.9464 -5.5022 -7.8092
52 C 6.1830 -6.0234 -7.4614
53 C 6.7078 -5.7809 -6.2072
54 C 6.0052 -4.9739 -5.3139
55 C 4.7757 -4.4318 -5.6701
56 C 6.5863 -4.7490 -3.9942
57 N 7.8036 -4.9700 -3.6420
58 N 7.8726 -4.7137 -2.2896
59 C 6.7071 -4.2962 -1.9274
60 O 5.8171 -4.2941 -2.9598
61 C 6.3099 -3.9261 -0.5703
62 C 7.3231 -3.8782 0.3880
63 C 7.0025 -3.6647 1.7108
64 C 5.6793 -3.4769 2.0808
65 C 4.6665 -3.4657 1.1320
66 C 3.2511 -3.2140 1.5963
67 N 2.7371 -1.9164 1.2031
68 C 1.6502 -1.5613 0.5092
69 N 1.5364 -0.2399 0.5261
70 C 2.6226 0.1639 1.2373
71 N 3.3711 -0.8161 1.6628
72 C 4.9826 -3.6961 -0.2061
73 H 2.9824 -3.1703 -7.7351
74 H 2.4663 -4.8080 -8.1298
75 H 2.4117 -5.7949 -5.0161
76 H -0.5475 -2.9041 -4.8130
77 H 4.5184 -5.7331 -8.7771
78 H 6.7231 -6.6458 -8.1619
79 H 7.6600 -6.1949 -5.9074
80 H 4.2427 -3.8100 -4.9649
81 H 8.3446 -4.0476 0.0792
82 H 7.7826 -3.6362 2.4588
83 H 5.4324 -3.2885 3.1175
84 H 3.2350 -3.2132 2.6871
85 H 2.5647 -3.9900 1.2552
86 H 0.9662 -2.2616 0.0628
87 H 2.8344 1.1993 1.4510
88 H 4.2033 -3.7030 -0.9596

Q: What is the energy in the third record?
A: -13101.08112 a.u.

Q: Which of these has the highest energy?
A: C35H30F3N8O2SW